23
Properties=species:S:1:pos:R:3 method="wB97M-V/def2-TZVPD" e_homo_ha=-0.271 e_tot_ha=-363.59560 multiplicity=1 gap_ev=8.41 e_above_lowest_kcal_mol=120.17
C 0.062 -0.787 -0.343
C -0.929 -0.861 0.743
C 2.648 -0.187 1.044
C -2.708 0.456 -0.485
C 0.250 -0.043 -1.643
N 1.257 0.112 0.828
N -1.926 -0.770 -0.403
N 1.009 1.516 0.758
H -2.493 -1.606 -0.476
H 0.584 -1.743 -0.399
H 1.218 1.939 1.665
H 1.646 1.970 0.091
H -0.974 -1.841 1.206
H -1.038 -0.051 1.461
H 3.020 0.288 1.971
H 2.775 -1.266 1.160
H 3.313 0.162 0.227
H -3.449 0.520 0.320
H -2.017 1.291 -0.372
H -3.226 0.508 -1.443
H -0.069 0.989 -1.531
H -0.259 -0.546 -2.466
H 1.304 -0.049 -1.913